(P)
C3H6N2OS | the ωB97M-V functional and the def2-TZVPD basis

Structure (XYZ):
```
13
C3H6N2OS, DFT the ωB97M-V functional and the def2-TZVPD basis
C 0.606 -1.519 -0.464
C -1.601 0.042 0.986
C 0.882 1.092 -0.527
H 0.304 -1.940 -1.457
H -0.347 -1.805 0.322
H 1.823 -1.562 0.212
H -2.671 -0.152 1.200
H 1.839 0.845 -0.084
H 0.845 2.792 0.163
N 0.243 -0.171 -0.947
N 0.183 2.155 -0.263
O -0.678 0.155 1.739
S -1.427 0.067 -0.879
```

Summary:
Highest occupied orbital energy ... -9.06 eV
Total charge ... 0
Orbital gap ... 9.730 eV



(Q)
C3H6N2OS | the ωB97M-V functional and the def2-TZVPD basis

Structure (XYZ):
```
13
C3H6N2OS, DFT the ωB97M-V functional and the def2-TZVPD basis
C 1.877 -0.253 0.793
S 1.316 -0.946 -0.779
C 0.316 0.097 -1.575
N -0.491 0.942 -1.006
N -0.723 0.954 0.391
C -1.858 0.068 0.786
O -2.302 0.165 1.845
H 1.206 -0.173 1.866
H 2.702 -0.983 1.131
H 2.233 0.809 0.503
H 0.715 0.307 -2.574
H -0.865 1.942 0.952
H -2.147 -0.822 0.107
```

Summary:
SMILES string ... CS/C=N\NC=O
Highest occupied orbital energy ... -8.75 eV
Total charge ... 0
Orbital gap ... 9.082 eV



(R)
C3H6N2OS | the ωB97M-V functional and the def2-TZVPD basis

Structure (XYZ):
```
13
C3H6N2OS, DFT the ωB97M-V functional and the def2-TZVPD basis
C 0.662 -0.718 -0.168
C -0.919 0.950 0.113
C -1.785 -0.225 -0.246
H 3.735 -0.669 0.669
H 0.896 1.181 0.334
H -0.870 0.794 1.205
H -1.497 1.813 -0.129
H -1.884 -0.273 -1.385
H -2.615 -0.422 0.430
N 1.908 -1.104 -0.045
N 0.302 0.638 -0.454
O 2.894 -0.247 -0.242
S -0.827 -1.717 -0.082
```

Summary:
Highest occupied orbital energy ... -8.17 eV
Total charge ... 0
Orbital gap ... 8.388 eV



(S)
C3H6N2OS | the ωB97M-V functional and the def2-TZVPD basis

Structure (XYZ):
```
13
C3H6N2OS, DFT the ωB97M-V functional and the def2-TZVPD basis
C 2.093 1.813 0.270
N 0.897 2.199 0.483
N -0.041 1.131 0.467
C -0.085 -0.030 -0.220
S 0.895 -0.716 -1.332
O -1.278 -0.568 0.180
C -1.626 -1.875 -0.234
H 2.864 2.547 0.285
H 2.406 0.737 0.228
H -0.870 1.371 1.010
H -0.928 -2.559 0.151
H -1.705 -1.945 -1.372
H -2.623 -2.105 0.084
```

Summary:
SMILES string ... C=NNC(=S)OC
Highest occupied orbital energy ... -8.76 eV
Total charge ... 0
Orbital gap ... 9.503 eV



The most stable arrangement is (S), and the next structure is 162.3 kJ/mol less stable.



(P)
C3H6N2OS | the ωB97M-V functional and the def2-TZVPD basis

Structure (XYZ):
```
13
C3H6N2OS, DFT the ωB97M-V functional and the def2-TZVPD basis
C 0.333 0.890 -0.733
C -0.157 -2.577 0.438
C 1.756 0.995 -0.355
N 0.207 -2.682 -0.653
N -0.536 0.678 0.176
O -2.918 0.252 1.032
S -2.293 0.861 -0.083
H -2.139 0.107 -1.202
H -0.452 -2.262 1.385
H 2.135 0.016 -0.882
H 2.072 1.011 0.648
H 2.323 1.847 -0.990
H -0.330 0.864 1.217
```

Summary:
Highest occupied orbital energy ... -8.38 eV
Total charge ... 0
Orbital gap ... 8.943 eV



(Q)
C3H6N2OS | the ωB97M-V functional and the def2-TZVPD basis

Structure (XYZ):
```
13
C3H6N2OS, DFT the ωB97M-V functional and the def2-TZVPD basis
H 2.534 1.719 -0.161
N 2.671 0.674 -0.483
C 1.555 0.025 -0.036
N 1.754 -1.406 0.083
C 0.311 0.602 0.817
C -1.006 0.506 0.152
O -1.477 1.658 -0.316
S -1.818 -1.020 -0.098
H 2.697 -1.765 -0.416
H 0.827 -1.884 -0.267
H 0.291 0.327 1.873
H 0.660 1.665 1.015
H -2.240 1.321 -0.753
```

Summary:
SMILES string ... [H]/N=C(/N)CC(O)=S
Highest occupied orbital energy ... -9.38 eV
Total charge ... 0
Orbital gap ... 8.999 eV



The most stable arrangement is (Q), and the next structure is 301.4 kJ/mol less stable.



(P)
C24H33N3O2 | the ωB97M-V functional and the def2-TZVPD basis

Structure (XYZ):
```
62
C24H33N3O2, DFT the ωB97M-V functional and the def2-TZVPD basis
C 5.647 3.379 1.710
O 4.664 4.341 1.421
C 3.758 4.056 0.422
C 3.737 2.905 -0.340
C 2.767 2.726 -1.324
C 2.782 1.457 -2.133
N 2.844 0.297 -1.257
C 3.189 -0.943 -1.923
C 2.043 -1.549 -2.742
C 0.825 -1.755 -1.845
C 0.447 -0.418 -1.188
N -0.726 -0.434 -0.329
C -1.989 -0.429 -1.041
C -3.118 -0.128 -0.045
N -3.155 -1.022 1.090
C -3.950 -2.174 1.053
C -4.363 -2.763 -0.143
C -5.172 -3.883 -0.154
C -5.587 -4.449 1.036
C -5.218 -3.852 2.228
C -4.425 -2.715 2.262
C -4.151 -2.062 3.586
C -1.850 -1.101 1.714
C -0.763 -1.461 0.693
C 1.669 0.126 -0.423
C 1.820 3.713 -1.532
C 1.836 4.875 -0.778
C 2.798 5.059 0.199
O 2.812 6.200 0.939
H 5.198 2.434 2.030
H 6.295 3.200 0.847
H 6.237 3.795 2.525
H 4.455 2.116 -0.187
H 3.687 1.440 -2.751
H 1.916 1.450 -2.813
H 4.059 -0.766 -2.560
H 3.481 -1.656 -1.143
H 1.786 -0.879 -3.566
H 2.364 -2.500 -3.171
H -0.013 -2.143 -2.429
H 1.069 -2.486 -1.071
H 0.215 0.300 -1.985
H -1.967 0.358 -1.799
H -2.175 -1.393 -1.547
H -4.086 -0.138 -0.548
H -2.944 0.879 0.354
H -4.047 -2.345 -1.087
H -5.469 -4.318 -1.098
H -6.208 -5.332 1.038
H -5.574 -4.264 3.163
H -3.959 -1.001 3.453
H -3.292 -2.512 4.085
H -5.011 -2.187 4.240
H -1.859 -1.850 2.503
H -1.614 -0.121 2.143
H 0.200 -1.507 1.200
H -0.992 -2.458 0.273
H 1.416 1.085 0.031
H 1.945 -0.570 0.375
H 1.061 3.582 -2.288
H 1.105 5.652 -0.933
H 3.550 6.136 1.562
```

Summary:
SMILES string ... COc1cc(CN2CCC[C@@H](N3CCN(c4ccccc4C)CC3)C2)ccc1O
Highest occupied orbital energy ... -7.62 eV
Total charge ... 0
Orbital gap ... 8.364 eV



(Q)
C24H33N3O2 | the ωB97M-V functional and the def2-TZVPD basis

Structure (XYZ):
```
62
C24H33N3O2, DFT the ωB97M-V functional and the def2-TZVPD basis
O -2.084 -0.680 -3.260
C -2.270 -1.729 -2.681
N -3.478 -2.062 -2.167
C -4.581 -1.133 -2.118
C -4.996 -0.814 -0.676
C -3.848 -0.283 0.138
C -3.334 -1.011 1.203
C -2.286 -0.515 1.960
C -1.731 0.714 1.655
C -2.226 1.442 0.584
C -3.277 0.948 -0.166
C -1.214 -2.817 -2.492
C 0.071 -2.501 -3.259
C 0.818 -1.320 -2.641
N 1.105 -1.578 -1.239
C 2.047 -0.632 -0.661
C 2.675 -1.185 0.621
C 3.734 -0.218 1.141
N 3.122 1.065 1.429
C 4.024 1.972 2.118
C 3.280 3.154 2.644
C 2.162 3.239 3.421
C 1.901 4.621 3.591
C 2.879 5.271 2.908
O 3.716 4.392 2.328
C 2.586 1.653 0.215
C 1.487 0.764 -0.353
C -0.140 -1.730 -0.512
C -0.863 -2.978 -1.009
H -3.587 -2.934 -1.675
H -5.438 -1.546 -2.664
H -4.238 -0.231 -2.630
H -5.799 -0.074 -0.709
H -5.391 -1.719 -0.206
H -3.766 -1.970 1.453
H -1.905 -1.092 2.791
H -0.917 1.106 2.247
H -1.791 2.398 0.336
H -3.662 1.524 -0.994
H -1.642 -3.753 -2.872
H -0.167 -2.263 -4.296
H 0.715 -3.382 -3.238
H 1.766 -1.186 -3.170
H 0.212 -0.413 -2.778
H 2.853 -0.522 -1.400
H 1.914 -1.299 1.392
H 3.120 -2.160 0.423
H 4.165 -0.609 2.067
H 4.549 -0.122 0.399
H 4.472 1.424 2.954
H 4.840 2.334 1.468
H 1.601 2.418 3.815
H 1.099 5.063 4.146
H 3.085 6.313 2.762
H 2.175 2.634 0.463
H 3.380 1.795 -0.543
H 0.689 0.681 0.384
H 1.079 1.218 -1.257
H 0.074 -1.838 0.552
H -0.806 -0.861 -0.645
H -0.201 -3.838 -0.894
H -1.755 -3.143 -0.402
```

Summary:
SMILES string ... O=C(NCCc1ccccc1)C1CCN(C2CCN(Cc3ccco3)CC2)CC1
Highest occupied orbital energy ... -8.06 eV
Total charge ... 0
Orbital gap ... 8.818 eV



The most stable arrangement is (Q), and the next structure is 83.0 kJ/mol less stable.



(P)
C2H7N3O | the ωB97M-V functional and the def2-TZVPD basis

Structure (XYZ):
```
13
C2H7N3O, DFT the ωB97M-V functional and the def2-TZVPD basis
C 0.958 0.887 0.049
N 0.233 -0.375 -0.126
N 1.004 -1.539 -0.006
C -1.125 -0.556 -0.003
N -1.834 0.633 -0.016
O -1.663 -1.634 0.045
H 0.683 1.396 0.998
H 2.038 0.720 0.014
H 0.745 1.543 -0.784
H 1.620 -1.673 -0.812
H 1.573 -1.501 0.819
H -2.840 0.535 -0.072
H -1.391 1.562 -0.105
```

Summary:
SMILES string ... CN(N)C(N)=O
Highest occupied orbital energy ... -9.37 eV
Total charge ... 0
Orbital gap ... 10.076 eV



(Q)
C2H7N3O | the ωB97M-V functional and the def2-TZVPD basis

Structure (XYZ):
```
13
C2H7N3O, DFT the ωB97M-V functional and the def2-TZVPD basis
C 1.204 1.321 -0.191
N 0.866 -0.062 -0.492
N 1.589 -0.915 0.210
C -1.340 -0.490 -0.395
O -3.272 -1.078 0.321
N -1.187 -0.056 0.685
H -3.742 -0.271 0.576
H 1.871 -0.684 1.162
H 1.586 -1.871 -0.118
H -1.459 -0.933 -1.363
H 2.188 1.544 -0.621
H 0.465 1.968 -0.659
H 1.231 1.526 0.886
```

Summary:
Highest occupied orbital energy (alpha / beta) ... -7.65 / -5.34 eV
Total charge ... 0
Orbital gap (alpha / beta) ... 6.526 / 2.440 eV



The most stable arrangement is (P), and the next structure is 734.2 kJ/mol less stable.



(P)
C2H8N2 | the ωB97M-V functional and the def2-TZVPD basis

Structure (XYZ):
```
12
C2H8N2, DFT the ωB97M-V functional and the def2-TZVPD basis
C 0.061 1.839 0.058
C -0.205 1.074 -1.037
N -1.120 -0.035 -1.004
H -0.204 1.500 1.056
H 0.410 2.803 -0.004
H 0.606 0.943 -1.931
H -0.990 -0.435 -0.086
H -1.614 -0.465 -1.782
N 0.718 -1.505 1.118
H 0.578 -2.062 0.320
H 1.644 -1.808 1.437
H 0.115 -1.848 1.857
```

Summary:
SMILES string ... C=CN.N
Highest occupied orbital energy ... -7.83 eV
Total charge ... 0
Orbital gap ... 8.878 eV



(Q)
C2H8N2 | the ωB97M-V functional and the def2-TZVPD basis

Structure (XYZ):
```
12
C2H8N2, DFT the ωB97M-V functional and the def2-TZVPD basis
N 0.486 1.420 1.248
C -0.364 0.785 0.296
C 0.168 -0.597 -0.168
N -0.508 -0.971 -1.410
H 0.886 0.649 1.905
H 1.384 1.816 0.837
H -0.509 1.322 -0.651
H -1.364 0.579 0.728
H -0.046 -1.353 0.644
H 1.258 -0.451 -0.379
H 0.018 -1.702 -1.909
H -1.410 -1.498 -1.141
```

Summary:
SMILES string ... NCCN
Highest occupied orbital energy ... -9.00 eV
Total charge ... 0
Orbital gap ... 10.088 eV



(R)
C2H8N2 | the ωB97M-V functional and the def2-TZVPD basis

Structure (XYZ):
```
12
C2H8N2, DFT the ωB97M-V functional and the def2-TZVPD basis
H 1.589 1.016 -0.282
N 1.122 1.436 0.515
C 0.329 0.677 1.127
N -0.222 1.109 2.313
H 0.013 -0.339 0.883
H 0.092 2.042 2.524
H -1.135 0.830 2.618
C -0.385 -1.335 -1.920
H -1.109 -0.542 -1.888
H -0.852 -2.312 -1.981
H 0.317 -1.367 -1.097
H 0.241 -1.213 -2.811
```

Summary:
SMILES string ... [H]/N=C/N.C
Highest occupied orbital energy ... -9.36 eV
Total charge ... 0
Orbital gap ... 10.375 eV



The most stable arrangement is (R), and the next structure is 39.0 kJ/mol less stable.



(P)
C7H16N2 | the ωB97M-V functional and the def2-TZVPD basis

Structure (XYZ):
```
25
C7H16N2, DFT the ωB97M-V functional and the def2-TZVPD basis
C 0.426 -1.297 -0.396
C 0.745 2.436 0.586
C 1.832 -0.984 0.124
C -0.366 -2.087 0.651
C -0.219 1.642 1.235
N -0.826 1.573 2.328
H 0.530 -1.926 -1.290
H -1.522 0.828 2.369
H 1.757 2.351 0.975
H 0.842 1.720 -0.651
H 0.442 3.450 0.343
H 1.781 -0.400 1.047
H 2.366 -1.909 0.346
H -1.321 -2.448 0.270
H -0.558 -1.475 1.536
H 0.207 -2.956 0.978
H 2.406 -0.420 -0.610
C -1.746 -0.227 -1.325
C -0.307 -0.034 -0.878
N 0.460 0.866 -1.534
H -0.108 1.456 -2.140
H -0.480 0.673 0.383
H -2.185 0.726 -1.629
H -1.786 -0.909 -2.179
H -2.369 -0.648 -0.538
```

Summary:
Highest occupied orbital energy ... -8.51 eV
Total charge ... 0
Orbital gap ... 9.184 eV



(Q)
C7H16N2 | the ωB97M-V functional and the def2-TZVPD basis

Structure (XYZ):
```
25
C7H16N2, DFT the ωB97M-V functional and the def2-TZVPD basis
H -0.969 -1.386 2.228
N -0.368 -1.456 1.411
C -0.923 -0.954 0.309
C -2.424 -0.812 0.190
C -0.199 -1.383 -0.918
C -0.686 -1.376 -2.153
H -2.680 -0.036 -0.532
H -2.860 -0.546 1.153
H -2.860 -1.753 -0.146
H 0.834 -1.655 -0.739
H -0.068 -1.661 -2.993
H -1.703 -1.091 -2.377
C 1.774 0.364 1.421
C 1.126 1.373 0.517
C 1.722 1.460 -0.884
N -0.384 1.041 0.354
H 0.901 -0.634 1.558
H 1.866 0.743 2.436
H 2.760 0.064 1.068
H 1.152 2.378 0.969
H 1.704 0.489 -1.371
H 1.177 2.165 -1.517
H 2.757 1.791 -0.813
H -0.850 1.285 1.225
H -0.800 1.590 -0.394
```

Summary:
SMILES string ... [H]/N=C(\C)C=C.CC(C)N
Highest occupied orbital energy ... -7.64 eV
Total charge ... 0
Orbital gap ... 8.518 eV



The most stable arrangement is (Q), and the next structure is 31.8 kJ/mol less stable.